ORCA calculation (wB97M-V/def2-TZVPD) on C4H9O3Sc as an isolated structure.

```
17
Properties=species:S:1:pos:R:3:forces:R:3
O 1.577 0.522 -0.368 5.7 -1.2 0.5
C 0.162 0.620 -0.262 -2.3 -0.1 1.0
C -0.438 -0.725 0.098 0.1 -0.5 0.0
C -1.961 -0.742 -0.047 -0.2 -0.2 -0.3
C -2.683 0.123 0.947 -1.1 0.7 0.4
O -3.619 0.840 0.677 1.1 -0.6 0.1
H 2.298 -0.101 0.341 -3.4 2.2 -2.4
H -0.251 0.981 -1.217 0.4 -0.1 0.0
H -0.070 1.374 0.506 0.1 -0.2 -0.2
H -0.152 -0.985 1.129 0.0 0.1 -0.2
H -0.027 -1.502 -0.565 0.0 0.2 0.1
H -2.280 -0.472 -1.063 0.1 -0.1 0.2
H -2.341 0.027 2.005 0.0 0.0 -0.2
H -2.314 -1.770 0.149 0.2 0.2 -0.1
Sc 3.009 1.276 -1.670 0.9 -2.9 3.3
O 4.116 0.152 -0.508 -2.5 2.5 -2.6
H 4.975 0.382 -0.151 0.8 -0.2 0.4
```
Forces are in eV/Å.

Calculated values
HOMO energy   -15.23 eV
LUMO   -11.88 eV
Orbital gap   3.35 eV
Total charge   +2

Mulliken charges in e: number 1, O, carries -0.455; number 2, C, carries -0.166; number 3, C, carries -0.776; number 4, C, carries -0.540; number 5, C, carries -0.113; number 6, O, carries -0.414; number 7, H, carries 0.500; number 8, H, carries 0.295; number 9, H, carries 0.301; number 10, H, carries 0.458; number 11, H, carries 0.367; number 12, H, carries 0.311; number 13, H, carries 0.341; number 14, H, carries 0.342; number 15, Sc, carries 1.879; number 16, O, carries -0.696; number 17, H, carries 0.367

ORCA calculation (wB97M-V/def2-TZVPD) on a 2-piece molecular cluster, C4H9OP overall.

```
15
Properties=species:S:1:pos:R:3:forces:R:3
C -2.494 0.221 -0.083 1.5 0.2 -0.8
C -1.197 0.616 0.058 0.2 1.6 1.7
C 1.242 0.783 0.415 0.1 -0.8 -1.4
C 0.030 -0.087 0.141 1.2 -1.4 -1.0
O 2.459 0.303 -0.188 -1.9 0.2 -2.4
P 0.260 -1.895 0.049 -2.0 -1.1 0.9
H -3.300 0.949 -0.125 0.1 -0.3 0.2
H -2.609 -0.793 -0.436 -0.6 -0.2 0.2
H -0.882 1.657 0.392 -1.5 -0.7 -0.8
H 1.527 0.736 1.463 -0.5 0.8 0.3
H 0.824 1.701 -0.064 1.5 0.3 1.0
H 0.808 -0.125 -2.004 -0.4 0.0 0.7
H 2.132 0.127 -1.176 1.1 0.3 2.3
H 0.300 -2.354 1.461 -0.4 0.8 -0.9
H 1.601 -1.960 0.020 1.6 0.2 -0.3
```
Forces are in eV/Å.

Calculated values
HOMO energy (alpha / beta)   -8.29 / -9.42 eV
LUMO (alpha / beta)   -1.47 / -1.17 eV
Orbital gap (alpha / beta)   6.83 / 8.26 eV

Mulliken charges in e: number 1, C, carries -0.852; number 2, C, carries -0.042; number 3, C, carries -0.356; number 4, C, carries 0.141; number 5, O, carries -0.485; number 6, P, carries -0.071; number 7, H, carries 0.298; number 8, H, carries 0.290; number 9, H, carries 0.135; number 10, H, carries 0.270; number 11, H, carries 0.364; number 12, H, carries 0.062; number 13, H, carries 0.182; number 14, H, carries 0.040; number 15, H, carries 0.024